1.
A structure of composition C42H55Br3F9Li3MgN3O10S. Source: OMol25; level of theory: the ωB97M-V functional and the def2-TZVPD basis.

Geometry as XYZ:
```
127
Properties=species:S:1:pos:R:3:forces:R:3:mulliken_charge:R:1
C -1.8389 4.3875 -3.9281 -0.9 0.1 0.0 -0.611
O -0.5831 3.8423 -3.3521 -1.1 0.6 -2.8 -0.143
C 0.2382 3.5455 -4.5726 1.2 -1.3 0.7 -0.680
C 0.9959 2.0990 -4.2467 -0.1 0.5 -0.1 0.114
C 2.3417 2.3743 -3.3004 -0.1 0.0 -0.8 -0.128
C 3.3221 1.0406 -3.2118 -1.7 0.7 -0.7 -0.343
C 2.4133 -0.1616 -2.5666 0.0 -0.6 -0.1 0.062
C 3.1111 -0.9721 -1.3239 -0.3 -1.2 -0.4 -0.895
C 3.8880 -0.0319 -0.2284 -0.3 0.0 -1.2 0.601
C 3.0411 1.2734 0.2927 0.4 0.3 0.5 0.357
C 4.0471 2.6051 0.3528 -0.1 -0.6 0.9 -0.674
C 4.0713 3.3331 1.8275 -1.6 -1.3 1.2 -0.552
C 2.5873 3.9169 2.2534 -2.8 1.0 0.6 0.946
C 1.4178 4.1769 1.0861 -1.1 1.0 4.7 -0.144
C -0.0281 4.7158 1.6368 2.2 -0.1 2.4 0.057
C -0.3555 5.0001 3.2169 3.4 -0.8 -1.0 -0.053
C 0.7645 4.7610 4.3885 0.6 -0.6 -4.7 -0.720
C 2.2530 4.2046 3.8664 -1.9 0.6 -1.2 -0.014
C 3.3752 3.9102 5.0427 1.3 -1.0 1.8 0.168
C 4.9121 4.4807 5.0615 -1.9 -3.0 3.0 -0.160
C 5.8587 4.0033 6.3433 -2.8 -1.0 -0.4 -0.463
C 5.3509 3.0244 7.5594 -2.8 0.9 -2.9 -1.050
C 3.8053 2.4291 7.5282 1.1 2.8 -3.6 -0.355
C 2.8597 2.9050 6.2761 3.3 0.6 0.5 -0.242
C -1.9215 5.4809 3.2494 -1.4 1.8 3.5 0.303
O -2.5690 6.2676 4.1183 4.4 -5.6 -6.1 -0.529
N -2.4641 4.7347 2.0121 0.8 1.3 -0.3 -0.009
C -2.5326 3.2102 2.1886 -0.5 -1.8 0.4 -0.417
C -4.0555 2.6006 2.0171 0.4 -0.1 -1.9 -0.455
C -3.8528 1.0964 1.3138 0.0 1.3 -0.7 -0.299
C -5.2836 0.4513 0.8398 -0.4 -0.6 1.8 -1.025
C -5.1605 -1.1420 0.3425 -1.1 2.5 2.6 0.746
F -6.5811 -1.6390 0.3454 4.8 0.8 -0.3 -0.264
F -4.3300 -1.7951 1.4231 -2.6 1.2 -3.8 -0.284
C -4.4509 -1.1484 -1.1295 1.7 3.4 -0.9 0.786
F -2.9765 -0.8278 -1.0459 -5.3 -0.6 0.3 -0.275
F -5.0168 -0.0613 -2.0138 1.6 -3.7 3.4 -0.264
S -4.5862 -2.7335 -2.1037 1.6 -3.2 -3.9 1.148
F -4.1771 -1.8652 -3.5658 -1.2 -1.9 3.2 -0.273
F -6.2588 -2.5540 -2.4263 3.6 -0.3 1.2 -0.289
F -4.8203 -3.7256 -0.7309 0.1 2.4 -2.6 -0.357
F -2.8667 -2.9606 -1.8951 -3.4 -0.4 -0.5 -0.272
F -4.6151 -4.1604 -3.0683 0.1 2.9 2.2 -0.267
C -1.4485 5.0590 0.8961 0.1 0.8 -4.8 0.169
O -1.6737 5.4670 -0.3603 1.4 -2.9 9.0 -0.487
H -2.4528 3.5227 -4.4646 1.4 1.8 0.9 0.237
H -2.5638 4.8512 -3.1157 1.9 -0.9 -1.4 0.110
H -1.5331 5.2129 -4.7001 -0.9 -1.4 1.4 0.312
H 1.0661 4.3709 -4.6506 -1.6 -1.3 -0.1 0.178
H -0.4265 3.4865 -5.5357 1.4 -0.1 1.9 0.421
H 1.2796 1.5137 -5.2433 -0.6 1.5 2.1 0.144
H 0.1927 1.4392 -3.6966 1.7 1.3 -1.1 -0.072
H 2.9279 3.2666 -3.8193 -1.1 -1.8 1.2 0.401
H 1.9679 2.7424 -2.2496 0.7 -0.6 -1.7 -0.499
H 3.5601 0.7441 -4.3277 0.0 0.5 2.6 0.456
H 4.3400 1.2434 -2.6691 -2.0 -0.5 -1.0 0.265
H 1.3253 0.1799 -2.2347 2.4 -0.4 -0.7 0.203
H 2.2339 -0.9605 -3.4343 0.5 1.5 2.1 -0.379
H 2.2639 -1.6159 -0.7860 1.7 1.4 -1.0 0.233
H 3.8603 -1.7602 -1.8158 -1.3 2.0 1.1 0.369
H 4.9414 0.2419 -0.7131 -2.3 -0.5 1.3 0.478
H 4.0738 -0.7115 0.7294 0.0 0.8 -1.5 -1.626
H 2.1211 1.5601 -0.3806 1.9 -0.9 1.2 -0.049
H 2.6205 1.0232 1.3798 0.7 0.7 -2.2 0.577
H 5.1713 2.2742 0.1346 -2.4 0.8 0.2 0.308
H 3.6850 3.3788 -0.4511 0.5 -1.8 1.1 -0.026
H 4.3141 2.4687 2.6134 -0.4 1.7 -1.5 0.250
H 4.9139 4.1339 1.9662 -1.6 -1.3 -0.3 0.183
H 1.5756 3.9805 -0.0565 -0.3 0.4 2.5 0.322
H 0.4994 4.9734 5.5083 0.8 -0.5 -2.4 0.367
H 5.3116 5.1697 4.1752 -0.9 -1.6 2.3 0.382
H 6.9647 4.3986 6.3554 -2.4 -0.8 0.1 0.322
H 6.0470 2.7322 8.4534 -1.3 0.8 -1.7 0.621
H 3.3727 1.6930 8.3478 1.1 1.8 -1.9 0.361
H 1.7630 2.4739 6.2381 2.5 1.1 0.0 0.366
H -2.1343 2.8507 3.2383 -0.6 1.0 -1.9 0.234
H -1.8658 2.6336 1.3835 -1.3 1.6 1.6 0.224
H -4.5803 3.2519 1.1653 0.9 -1.2 2.2 0.245
H -4.6753 2.5611 3.0087 1.3 0.2 -2.0 0.344
H -3.2357 0.4457 2.0658 -1.3 0.9 -1.7 0.239
H -3.2450 1.3246 0.3121 -1.0 -0.7 2.3 0.223
H -5.8814 1.1192 0.0850 1.5 -1.5 1.2 0.375
H -5.9598 0.3951 1.8222 1.4 -0.2 -2.2 0.324
C -2.3519 -0.5916 -5.5957 -0.2 -0.5 0.3 -0.673
C -1.1218 0.1478 -6.0928 -1.6 1.6 -0.8 0.441
O -0.0204 -0.4286 -5.8726 2.2 -0.7 -0.2 -0.597
O -1.3605 1.2483 -6.6646 1.2 -1.4 0.8 -0.685
H -2.0808 -1.5345 -5.1111 0.0 0.1 -0.1 0.225
H -2.8896 0.0274 -4.8712 0.0 0.0 -0.2 0.101
H -3.0166 -0.8132 -6.4359 0.0 0.2 0.1 0.314
Li 4.2454 -1.1843 2.4899 -0.2 0.0 -0.5 0.884
Li 6.2263 1.4568 6.4200 -0.1 0.1 0.0 0.902
O 5.0178 -1.0356 -4.1410 -1.1 0.4 0.9 -0.878
H 5.2055 -1.4463 -4.9653 0.6 -0.7 -1.0 0.075
Mg 5.0172 4.8915 -0.1103 0.9 1.6 -0.7 0.178
N -6.2894 -8.6473 -5.9576 0.0 0.9 0.5 -0.559
C -7.4459 -7.9528 -5.8840 0.8 -0.6 -0.1 -0.212
C -7.5744 -6.7368 -5.2321 0.3 0.1 0.1 -0.529
C -6.4505 -6.1997 -4.6134 0.0 0.0 0.0 0.049
C -5.2454 -6.8923 -4.6702 -0.2 0.1 0.0 -0.233
C -5.2150 -8.0999 -5.3490 -0.7 -0.4 -0.4 -0.367
H -8.2950 -8.4148 -6.3794 0.0 0.1 0.0 0.359
H -8.5278 -6.2213 -5.2069 0.1 -0.1 0.0 0.367
H -6.5129 -5.2492 -4.0916 0.0 -0.1 -0.1 0.345
H -4.3516 -6.5008 -4.1978 -0.1 -0.1 0.0 0.388
H -4.2972 -8.6764 -5.4244 0.0 0.1 0.0 0.349
O -2.0089 -6.5895 -1.4536 3.2 2.5 1.4 -0.283
C -1.0951 -5.6571 -1.1495 -5.6 1.1 -4.7 0.257
C -0.0284 -6.2728 -0.1263 5.6 -1.1 4.7 0.143
O 0.8795 -5.3372 0.1856 -3.0 -2.4 -1.2 -0.470
H -1.4633 -4.7308 -0.6742 -0.2 -0.8 0.9 0.014
H -0.5012 -5.2462 -1.9852 0.4 -1.1 0.0 0.229
H 0.3459 -7.1936 -0.6073 0.1 0.8 -0.9 -0.164
H -0.6216 -6.6926 0.7051 -0.5 1.0 0.1 0.244
C -0.6769 -10.1041 -2.0571 -0.1 -0.2 -0.1 -0.304
Br 0.9304 -9.0510 -2.3600 -0.3 -0.3 0.0 -0.043
Br -1.5386 -9.6423 -0.3753 0.2 0.0 -0.4 -0.026
Br -1.9099 -9.9908 -3.5574 0.4 0.0 0.5 0.029
H -0.3636 -11.1504 -1.9791 -0.1 0.5 0.0 0.363
C 6.2578 2.6106 12.4099 0.2 0.3 0.0 -0.685
N 6.1186 1.4031 11.5520 -0.6 -1.0 0.0 0.789
O 6.7914 1.3648 10.5152 -0.9 -0.2 0.8 -0.530
O 5.3378 0.5280 11.9434 1.4 1.4 -1.0 -0.466
H 6.9731 3.2932 11.9460 -0.2 -0.3 0.1 0.309
H 5.2732 3.0767 12.4852 0.1 -0.2 0.1 0.286
H 6.6172 2.2811 13.3869 -0.2 0.0 -0.2 0.293
Li 1.9708 -1.2729 -5.8939 -1.0 0.8 0.3 0.881
```
Forces are in eV/Å.

Values from the calculation:
- Calculated total energy: -320820.0495 eV
- Highest occupied orbital energy: -7.795 eV
- Charge: +1

---

2.
A structure of composition C30H45Cl2N2PPb. Source: OMol25; level of theory: the ωB97M-V functional and the def2-TZVPD basis.

Geometry as XYZ:
```
81
Properties=species:S:1:pos:R:3:forces:R:3:mulliken_charge:R:1
P -1.9373 -3.0755 -0.5394 1.3 1.7 0.3 -1.736
C -0.4283 -3.9912 -0.2627 0.1 0.0 0.8 1.361
C -0.9334 -5.3995 0.0802 0.5 -0.6 0.2 -0.822
C 0.2350 -6.2646 0.5535 0.1 0.0 0.0 -0.861
C 1.3724 -6.2709 -0.4712 0.1 0.1 -0.2 -0.731
C 1.8527 -4.8677 -0.8731 -0.1 0.0 0.3 -0.842
C 0.6874 -3.9738 -1.3176 -0.1 0.0 -0.2 -0.565
C -2.3633 -2.6215 -2.2004 -0.6 0.2 -0.2 0.809
C -3.1082 -3.8991 -2.6357 -0.3 0.2 -0.9 -1.055
C -3.7796 -3.6254 -3.9864 0.0 -0.2 0.4 -0.885
C -2.8067 -3.0622 -5.0099 0.4 0.1 -0.3 -0.692
C -1.9382 -1.8922 -4.5291 -0.1 0.2 0.3 -0.727
C -1.2599 -2.1790 -3.1939 0.0 -0.4 0.6 -0.264
C -3.0886 -2.8314 0.8453 -0.3 -0.5 0.1 0.662
C -2.3197 -2.5904 2.1508 0.2 0.2 -0.1 -0.398
C -3.2956 -2.4841 3.3112 -0.3 -0.4 -0.1 -1.081
C -4.3731 -1.4208 3.1006 0.1 0.2 0.1 -0.643
C -5.0072 -1.4580 1.7042 -0.2 -0.4 0.1 -0.959
C -4.0252 -1.6536 0.5512 0.2 0.2 -0.1 -0.610
H 0.0030 -3.4963 0.6355 -0.2 -0.3 -0.1 -0.118
H -1.3982 -5.8571 -0.8031 0.1 0.1 0.0 0.281
H -1.7128 -5.3664 0.8544 0.2 0.1 -0.1 0.379
H -0.1116 -7.2888 0.7209 0.1 0.1 0.1 0.376
H 0.5988 -5.8695 1.5105 0.0 -0.1 -0.1 0.365
H 2.2220 -6.8430 -0.0912 -0.1 0.0 0.0 0.382
H 1.0311 -6.7913 -1.3755 0.0 0.0 0.0 0.324
H 2.3632 -4.3764 -0.0303 -0.1 -0.2 -0.1 0.421
H 2.5787 -4.9498 -1.6955 -0.2 0.1 0.2 0.392
H 1.0490 -2.9486 -1.4678 -0.2 -0.1 0.0 0.013
H 0.3145 -4.3473 -2.2774 0.0 0.0 0.1 0.400
H -3.0975 -1.7909 -2.1437 0.3 -0.3 0.1 0.651
H -4.6038 -2.9261 -3.8176 0.0 0.0 0.0 0.373
H -3.8619 -4.1732 -1.8832 0.1 0.0 -0.2 0.407
H -2.4022 -4.7426 -2.7018 -0.1 0.2 -0.1 0.308
H -4.2156 -4.5577 -4.3436 -0.1 0.0 -0.2 0.371
H -3.3566 -2.7425 -5.8917 -0.1 0.0 -0.1 0.390
H -2.1461 -3.8642 -5.3464 0.1 -0.1 0.0 0.326
H -1.1681 -1.6489 -5.2687 -0.2 0.0 0.0 0.397
H -2.5509 -0.9925 -4.3975 0.0 0.0 -0.1 0.438
H -0.7233 -1.3116 -2.7811 -0.2 -0.1 -0.2 -0.083
H -0.5193 -2.9778 -3.3138 -0.2 0.2 -0.1 0.165
H -3.6871 -3.7609 0.9508 0.2 0.3 -0.1 0.701
H -1.5904 -3.3806 2.3469 -0.1 0.0 0.0 0.490
H -1.7281 -1.6824 2.0384 0.0 0.1 0.0 0.035
H -3.7848 -3.4620 3.4014 0.0 0.0 0.2 0.356
H -2.7508 -2.3137 4.2469 -0.1 0.0 -0.2 0.373
H -3.9548 -0.4314 3.3055 0.1 0.0 -0.2 0.343
H -5.1590 -1.5651 3.8484 0.0 0.1 -0.1 0.371
H -5.6046 -0.5567 1.5376 0.1 -0.1 0.0 0.383
H -5.7001 -2.3073 1.6697 -0.1 0.0 0.0 0.373
H -4.5790 -1.8284 -0.3782 0.0 0.0 0.1 0.381
H -3.3968 -0.7722 0.3910 -0.1 0.1 0.1 0.075
Pb 1.1402 0.6634 0.7084 0.2 0.6 1.8 0.638
Cl -1.2345 0.7264 -0.3344 -0.6 -0.3 -0.4 -0.551
Cl 0.7900 -1.4788 2.0148 -0.1 -2.0 0.5 -0.562
C 2.2023 0.0870 -1.1235 -0.6 -1.5 -0.6 -1.328
H 2.6521 -0.9104 -0.8977 0.3 0.8 -0.2 -0.056
C 2.1784 0.3908 -2.4971 0.1 -0.2 -1.0 1.124
C 1.1580 1.1015 -3.2244 0.7 -0.1 0.5 -0.187
C 1.4113 1.5137 -4.5220 0.5 -0.1 -0.2 -0.647
C 2.6412 1.2147 -5.1405 0.1 -0.1 0.1 -0.352
C 3.5832 0.3935 -4.4904 -0.2 0.3 -0.4 -0.517
C 3.3261 -0.0458 -3.2086 -0.1 0.1 -0.4 -0.465
H 0.1988 1.3020 -2.7476 0.3 0.1 0.0 0.415
H 0.6633 2.0858 -5.0733 0.2 -0.2 0.2 0.396
H 4.5154 0.1126 -4.9902 -0.4 0.1 0.1 0.369
H 4.0156 -0.7061 -2.6870 0.0 0.2 -0.1 0.368
H 2.8716 1.6185 -6.1285 -0.2 -0.2 0.2 0.370
N 2.7913 3.4010 0.3937 0.2 -0.2 -0.2 -0.310
C 1.6566 3.9122 0.9596 -0.9 -0.2 0.7 0.949
C 1.5766 5.2497 1.3916 0.5 0.4 0.0 -0.795
C 0.3890 5.7220 1.9301 0.2 -0.1 0.1 -0.165
C -0.7069 4.8574 2.0370 -0.2 0.0 0.0 -0.749
C -0.5530 3.5516 1.6025 0.5 0.2 0.1 -0.170
N 0.6131 3.0718 1.1410 -0.2 2.1 -1.0 -0.094
H 2.7965 2.5235 -0.1162 -0.1 0.4 0.2 -0.016
H 3.6143 3.9664 0.2901 -0.2 0.1 0.0 0.201
H 2.4785 5.8811 1.2900 -0.7 -0.2 0.1 0.256
H 0.3071 6.7628 2.2721 0.1 -0.5 -0.2 0.358
H -1.6618 5.1864 2.4488 0.3 0.0 -0.2 0.362
H -1.3874 2.8473 1.6112 0.3 0.1 0.1 0.362
```
Forces are in eV/Å.

Values from the calculation:
- Calculated total energy: -74400.4217 eV
- Highest occupied orbital energy (spin up / spin down): -5.731 / -5.900 eV
- Energy above the lowest of the compared OMol25 structures with the same formula, charge and spin: 24.4 kcal/mol

---

3.
The molecule C6H12N2. Source: OMol25; level of theory: the ωB97M-V functional and the def2-TZVPD basis.

Geometry as XYZ:
```
20
Properties=species:S:1:pos:R:3:forces:R:3:mulliken_charge:R:1
C 0.9484 0.9433 -0.8630 -3.9 -1.3 -5.5 -0.733
C -0.0245 1.6869 0.0746 -2.2 -0.7 3.8 -0.509
C 0.3180 -0.3642 1.5092 -2.4 -2.5 -2.8 -0.718
C 1.2626 -0.9902 0.3423 3.9 1.6 4.2 -0.424
C -0.7277 -0.9038 -1.0399 0.0 -1.6 -3.6 -0.562
C -1.7183 -0.2860 0.0024 2.4 -1.7 0.0 -0.460
H 1.9608 1.1019 -1.0917 1.6 0.4 1.3 0.664
H 0.6829 1.0013 -2.0921 -0.3 1.1 2.9 0.256
H -0.8566 2.3702 -0.3513 1.5 -1.4 0.2 0.273
H 0.2111 2.2155 1.1016 0.9 -0.5 -2.5 0.279
H -0.2632 -1.1487 2.0109 0.1 -0.4 -0.3 0.326
H 0.7680 0.0842 2.3052 1.6 1.9 1.8 0.397
H 2.3676 -0.2412 0.3281 -3.0 -2.8 0.5 0.206
H 1.6906 -2.0977 0.6980 -1.7 2.5 -1.9 0.275
H -1.0372 -0.5422 -2.0804 0.6 0.0 1.2 0.281
H -0.6482 -2.0382 -1.3666 -0.7 1.7 1.7 0.334
H -2.3104 0.4155 -0.6842 0.0 -1.0 2.1 0.329
H -2.1618 -1.2460 0.5463 0.1 2.7 -0.8 0.267
N -0.7564 0.4793 0.9162 -0.4 1.7 -1.5 -0.336
N 0.6486 -0.5351 -0.8416 1.8 0.4 -0.8 -0.147
```
Forces are in eV/Å.

Values from the calculation:
- Calculated total energy: -9391.1948 eV
- Highest occupied orbital energy: -7.778 eV
- Energy above the lowest of the compared OMol25 structures with the same formula, charge and spin: 130.4 kcal/mol
- SMILES: C1CN2CCN1CC2